48
Properties=species:S:1:pos:R:3:forces:R:3:lowdin_charge:R:1 method="wB97M-V/def2-TZVPD" relative_energy_kcal_mol=0.0 multiplicity=1 charge=+1 total_energy_ha=-2435.7650 e_homo_ev=-12.586 e_lumo_ha=-0.131
Hg 0.7526 -0.4328 0.0694 -0.68 0.41 1.03 0.949
P -1.1630 -1.8474 0.0969 -0.37 -0.26 -0.75 0.775
C -2.0894 -1.1721 -1.3331 0.15 -0.10 -0.41 -0.273
C -2.3337 0.3099 -1.1705 -0.41 0.25 0.08 -0.332
N -1.3336 0.9881 -0.6104 -0.03 0.31 -0.22 0.017
C -1.3652 2.3106 -0.4912 -0.91 0.19 -0.33 -0.321
C -2.5138 3.0258 -0.8612 0.37 0.06 -0.17 -0.005
C -3.6067 2.3373 -1.3964 0.28 -0.15 0.02 -0.021
C -3.5057 0.9534 -1.5744 0.03 -0.19 0.31 0.000
C -0.1193 2.9961 0.0523 -0.53 -0.21 0.19 -0.236
P 1.3475 1.9099 -0.1304 0.59 0.31 -0.05 0.807
H -4.3241 0.3419 -1.9578 0.18 0.38 -0.05 0.123
H -2.4972 4.1126 -0.7678 -0.23 -0.30 0.00 0.123
H -4.5162 2.8712 -1.6932 0.42 -0.22 0.16 0.124
H 0.0275 3.9573 -0.4713 0.13 -0.39 0.27 0.111
H -0.2655 3.2060 1.1271 0.16 -0.04 -0.36 0.113
H -1.3601 -1.3234 -2.1851 -1.02 0.09 0.80 0.069
H -3.0285 -1.7162 -1.5052 0.29 0.06 0.04 0.108
H 1.3733 -1.0341 -2.6608 -2.05 -0.49 -0.81 0.009
O 0.3784 -1.2283 -2.8870 2.06 0.19 -0.43 -0.160
H 0.3968 -1.4415 -3.8391 -0.10 0.11 0.57 0.068
H 2.5840 -0.8771 -1.0892 1.16 0.08 -1.50 0.022
O 2.7520 -0.6491 -2.0504 0.38 -0.25 1.43 -0.094
H 3.6630 -0.9057 -2.2604 -0.20 -0.13 0.16 0.106
C 2.0377 2.3025 -1.7567 0.28 0.26 -0.12 -0.236
H 2.3227 3.3626 -1.8189 -0.07 -0.27 0.06 0.065
H 2.9135 1.6622 -1.9251 -0.30 0.33 0.01 0.037
H 1.2969 2.0874 -2.5387 0.14 -0.03 0.25 0.064
C 2.4994 2.3753 1.1760 0.32 0.29 -0.03 -0.232
H 3.2811 1.6061 1.2428 -0.18 0.24 0.04 0.053
H 2.9531 3.3514 0.9554 -0.09 -0.22 0.15 0.065
H 1.9698 2.4194 2.1390 0.15 -0.10 -0.29 0.065
C -2.1421 -1.6265 1.5930 0.10 -0.14 0.30 -0.212
H -3.0089 -2.3039 1.5744 0.21 0.26 -0.03 0.071
H -1.4917 -1.8826 2.4407 -0.26 0.13 -0.11 0.044
H -2.4637 -0.5802 1.6949 0.13 -0.34 -0.04 0.065
C -0.9523 -3.5989 -0.2222 -0.06 -0.36 0.14 -0.226
H -0.2618 -3.9758 0.5441 -0.18 -0.11 -0.30 0.045
H -1.9169 -4.1212 -0.1433 0.29 0.11 -0.03 0.069
H -0.5319 -3.7484 -1.2270 -0.06 0.08 0.35 0.062
F 2.7657 -3.1919 3.9290 -0.99 0.58 -0.59 0.139
C 1.6353 -2.5656 3.5419 -0.02 -0.75 0.55 -0.607
F 1.0437 -3.2893 2.5395 0.45 0.42 0.53 0.072
F 0.7790 -2.5696 4.5829 0.55 0.17 -0.71 0.129
S 1.9658 -0.8401 2.9363 0.86 0.40 0.26 0.480
O 2.7426 -0.1969 3.9668 -0.62 -0.52 -0.72 -0.264
O 2.6941 -1.0717 1.6567 -0.76 0.15 0.53 -0.420
O 0.6157 -0.2967 2.7078 0.46 -0.30 -0.18 -0.410